The following is a DFT calculation (ωB97M-V with the def2-TZVPD basis set) of a 8-piece molecular cluster, C66H141N7O8 overall in a non-equilibrium geometry.

Each line ends with the Mulliken charge.
Geometry (Å):
C 3.5540 7.1061 10.8188  -1.631
C 3.5060 8.4001 9.9003  1.221
C 2.3809 8.0893 8.9787  -1.821
C 3.0794 9.5746 10.8198  -1.084
C 3.0958 10.8633 10.0154  -0.802
C 4.4779 11.1836 9.4026  -1.077
C 5.1163 9.9966 8.5983  1.847
C 4.6375 10.2088 7.2029  -1.945
C 6.6213 10.2772 8.6207  -1.932
N 4.8263 8.5974 9.2675  0.068
O 5.1300 7.5572 8.4594  -0.445
H 2.6199 7.1500 11.3790  0.383
H 3.6466 6.2361 10.1688  0.360
H 4.3700 6.9694 11.5285  0.396
H 2.1943 8.8539 8.2246  0.348
H 2.7196 7.1935 8.4581  0.545
H 1.4622 7.9695 9.5529  0.396
H 2.0512 9.5225 11.1779  0.426
H 3.6916 9.6188 11.7206  0.407
H 2.3349 10.7421 9.2444  0.316
H 2.8608 11.8115 10.4989  0.384
H 5.1874 11.6845 10.0613  0.468
H 4.1896 11.9912 8.7298  0.347
H 5.0914 9.4618 6.5518  0.490
H 4.9476 11.1072 6.6692  0.436
H 3.5739 10.0142 7.0652  0.348
H 6.7972 11.3098 8.3194  0.426
H 7.1902 9.6307 7.9525  0.361
H 7.0469 10.1612 9.6174  0.431
H 4.5415 7.5284 7.7015  0.335
C -8.0411 0.1085 -6.9754  -1.811
C -7.1606 0.3078 -5.7390  1.246
C -6.3228 -1.0472 -5.5712  -1.780
C -6.0320 1.4012 -6.0384  -0.984
C -6.5761 2.7690 -6.0132  -0.667
C -7.2899 3.0136 -4.6873  -1.251
C -8.4940 2.0443 -4.4359  1.847
C -8.9441 2.4262 -3.0169  -1.973
C -9.6034 2.1625 -5.4699  -1.817
N -7.8291 0.7541 -4.4698  0.187
O -8.6815 -0.2814 -3.9404  -0.466
H -7.3832 -0.5496 -7.5430  0.549
H -8.8961 -0.4657 -6.6185  0.353
H -8.2571 1.0349 -7.5075  0.317
H -6.9403 -1.8790 -5.2323  0.407
H -5.7468 -1.4648 -6.3969  0.400
H -5.5609 -0.7668 -4.8439  0.429
H -5.1981 1.3005 -5.3438  0.413
H -5.7960 1.2041 -7.0841  0.348
H -5.8551 3.5702 -6.1756  0.389
H -7.2455 2.9893 -6.8448  0.285
H -7.6931 4.0186 -4.8124  0.431
H -6.5346 2.8564 -3.9173  0.401
H -8.1342 2.1941 -2.3253  0.454
H -9.8586 1.9134 -2.7189  0.392
H -9.1476 3.4908 -2.9007  0.418
H -10.4535 2.7885 -5.1987  0.452
H -10.1046 1.2153 -5.6692  0.366
H -9.3846 2.7333 -6.3724  0.317
H -8.1436 -0.6199 -3.2209  0.344
C -10.7269 2.4505 10.8531  -1.985
C -10.0822 1.6750 9.7544  1.874
C -10.3571 0.1923 9.9524  -1.833
C -10.7869 2.1243 8.3447  -1.471
C -10.0462 2.1465 7.0527  -0.627
C -8.6818 2.8265 7.3660  -1.345
C -7.8363 2.1184 8.4487  1.407
C -7.4436 0.6902 7.8700  -1.711
C -6.6061 2.9523 8.6514  -1.871
N -8.5944 1.9967 9.7308  0.394
O -7.8665 1.6789 10.8816  -0.499
H -11.7955 2.2602 10.9530  0.422
H -10.1455 2.2399 11.7507  0.436
H -10.4244 3.4602 10.5755  0.480
H -9.3978 -0.3029 10.1026  0.331
H -10.9659 -0.0671 10.8186  0.440
H -10.8171 -0.3345 9.1164  0.340
H -11.7453 1.6354 8.1701  0.485
H -11.2356 3.1161 8.3992  0.418
H -9.9789 1.0962 6.7692  0.298
H -10.5893 2.6924 6.2812  0.411
H -8.8816 3.8603 7.6477  0.430
H -8.0224 2.8661 6.4991  0.478
H -6.7175 0.6282 7.0595  0.380
H -8.2586 -0.0113 7.6920  0.322
H -6.9511 0.0818 8.6286  0.419
H -6.0962 2.6066 9.5506  0.446
H -6.9969 3.9680 8.7123  0.426
H -5.9835 3.0489 7.7619  0.375
H -7.6994 2.4862 11.3734  0.327
C -0.6180 0.0839 0.4244  -1.644
C 0.6550 0.3174 1.3069  1.504
C 0.6987 -0.7760 2.4475  -1.624
C 1.9959 0.0900 0.4858  -1.287
C 2.1992 1.2691 -0.5412  -0.802
C 2.1405 2.6187 0.1748  -1.178
C 0.8762 2.8680 1.1154  1.217
C 1.2846 4.0766 1.9739  -1.861
C -0.3865 3.3829 0.1953  -1.652
N 0.5865 1.7042 1.9109  0.269
O -0.4187 2.0003 2.8236  -0.461
H -1.1255 -0.7990 0.8131  0.414
H -1.4583 0.7767 0.4696  0.371
H -0.4312 -0.0731 -0.6380  0.288
H -0.3083 -1.1416 2.6484  0.356
H 1.2310 -1.6258 2.0202  0.434
H 1.1287 -0.5011 3.4107  0.344
H 2.8724 -0.1045 1.1039  0.442
H 1.8779 -0.7353 -0.2163  0.490
H 2.9854 1.2863 -1.2960  0.448
H 1.3748 1.1979 -1.2506  0.228
H 2.1190 3.4649 -0.5119  0.519
H 3.0522 2.7803 0.7499  0.413
H 2.2627 3.9426 2.4358  0.452
H 0.6478 4.3396 2.8186  0.433
H 1.3528 4.9543 1.3312  0.367
H 0.0285 4.2191 -0.3674  0.451
H -1.2429 3.5608 0.8457  0.394
H -0.8118 2.7141 -0.5530  0.329
H 0.0663 2.3333 3.5822  0.347
C -0.6825 -11.2492 -5.6948  -1.668
C -1.3342 -10.2087 -4.7118  1.462
C -1.9388 -9.0446 -5.4032  -2.017
C -2.5283 -10.9451 -4.0036  -1.234
C -2.0876 -11.8426 -2.8466  -0.821
C -1.2915 -11.0474 -1.8392  -1.006
C -0.0637 -10.3224 -2.3953  1.323
C 0.3584 -9.1609 -1.3904  -1.931
C 1.2011 -11.2430 -2.6352  -1.662
N -0.3582 -9.7549 -3.7415  0.492
O 0.6625 -9.0637 -4.3745  -0.496
H -0.3536 -12.0940 -5.0897  0.334
H -1.3081 -11.6021 -6.5146  0.407
H 0.1380 -10.7413 -6.2017  0.382
H -2.8896 -9.3129 -5.8636  0.409
H -2.2556 -8.2486 -4.7293  0.430
H -1.2443 -8.7373 -6.1851  0.421
H -3.3038 -10.2574 -3.6662  0.450
H -3.0972 -11.5137 -4.7392  0.470
H -2.9843 -12.1825 -2.3284  0.347
H -1.4652 -12.6932 -3.1247  0.378
H -0.9951 -11.8312 -1.1422  0.363
H -1.9825 -10.3414 -1.3786  0.397
H 1.3398 -8.7888 -1.6845  0.455
H 0.5394 -9.5854 -0.4030  0.429
H -0.3933 -8.3836 -1.2530  0.396
H 1.8598 -11.3057 -1.7690  0.427
H 1.8570 -10.8750 -3.4242  0.352
H 0.8265 -12.1372 -3.1332  0.360
H 0.4137 -8.1591 -4.1709  0.350
C 10.0339 -10.3751 -0.9791  -1.654
C 9.8446 -9.1781 0.0629  1.175
C 9.4073 -9.9056 1.4001  -1.648
C 11.1613 -8.3649 0.3985  -1.075
C 10.8913 -7.2323 1.3763  -0.619
C 9.8447 -6.2169 0.7656  -1.473
C 8.5563 -6.9301 0.2605  1.881
C 7.6521 -7.1204 1.3860  -1.871
C 7.9453 -5.8552 -0.6595  -2.053
N 8.8359 -8.1824 -0.5274  0.103
O 7.7028 -8.7750 -1.0037  -0.428
H 9.8974 -9.8045 -1.8977  0.428
H 11.0369 -10.7408 -0.7594  0.414
H 9.2840 -11.1638 -0.9181  0.296
H 10.2307 -10.4782 1.8270  0.358
H 9.1184 -9.1890 2.1690  0.422
H 8.5296 -10.4930 1.1304  0.425
H 11.8243 -9.0734 0.8950  0.444
H 11.6173 -8.0883 -0.5521  0.346
H 10.4817 -7.5165 2.3456  0.318
H 11.8202 -6.6890 1.5495  0.393
H 10.3635 -5.5676 0.0604  0.489
H 9.5455 -5.4413 1.4706  0.487
H 6.9208 -7.9145 1.2353  0.289
H 7.0989 -6.2095 1.6144  0.478
H 8.2074 -7.1236 2.3239  0.387
H 8.4113 -5.8254 -1.6444  0.480
H 7.9081 -4.8606 -0.2150  0.408
H 6.9458 -6.1224 -1.0024  0.448
H 7.6155 -8.4043 -1.8849  0.354
C 4.8323 -1.6544 -7.7024  -1.770
C 4.5356 -1.4549 -9.1851  1.484
C 5.0715 -2.7246 -9.9187  -1.798
C 2.9506 -1.4370 -9.3800  -1.201
C 2.3209 -0.1012 -8.9393  -0.733
C 3.0257 0.9610 -9.8395  -1.289
C 4.5025 1.1454 -9.7558  1.400
C 4.9624 1.9256 -11.0169  -1.886
C 4.8827 1.8569 -8.4388  -1.434
N 5.0953 -0.1619 -9.8164  0.381
O 6.4882 -0.1685 -9.8870  -0.496
H 5.9208 -1.6103 -7.6664  0.424
H 4.5539 -0.8563 -7.0141  0.279
H 4.5379 -2.6365 -7.3324  0.406
H 6.1149 -2.9315 -9.6807  0.373
H 4.3388 -3.5256 -9.8210  0.389
H 4.9909 -2.3515 -10.9397  0.467
H 2.6876 -1.4441 -10.4378  0.385
H 2.4396 -2.2705 -8.8981  0.482
H 1.2468 -0.0598 -9.1197  0.387
H 2.3949 0.2883 -7.9240  0.374
H 2.4772 1.8748 -9.6111  0.461
H 2.7685 0.6921 -10.8641  0.368
H 4.7585 1.6207 -12.0434  0.386
H 5.9752 2.3279 -10.9957  0.383
H 4.4356 2.8781 -10.9584  0.451
H 4.2344 2.7320 -8.3949  0.371
H 5.9089 2.1913 -8.2864  0.363
H 4.7175 1.1175 -7.6551  0.241
H 6.6907 -0.6978 -10.6619  0.351
C -3.5359 10.2327 -3.0135  -1.410
C -2.0717 10.6470 -3.0708  0.533
C -1.8266 11.9453 -3.9537  -1.201
O -1.6109 11.0361 -1.7699  -0.528
H -4.1610 11.0076 -2.5697  0.392
H -3.5715 9.2907 -2.4663  0.390
H -3.8193 10.0747 -4.0541  0.369
H -1.4631 9.7999 -3.3870  0.189
H -2.1514 12.9075 -3.5576  0.298
H -2.3926 11.7842 -4.8712  0.326
H -0.8479 12.0359 -4.4250  0.336
H -2.3186 10.7889 -1.1702  0.307

Forces on the atoms, in the same order (eV/Å):
0.310 0.576 -0.611
0.089 -0.552 2.530
-0.137 0.103 -1.352
0.500 0.992 -0.155
1.298 0.403 0.000
-1.133 -0.657 -0.293
0.217 0.920 1.611
-0.308 -2.010 -1.994
0.269 -0.517 0.131
-0.481 3.779 0.784
1.080 -1.343 -0.792
-0.040 -0.540 -0.050
-0.478 -0.119 0.084
0.190 0.779 -0.021
-0.002 0.100 0.011
-0.882 -0.298 -0.169
0.056 -0.450 -0.231
-0.084 -0.908 -0.032
0.331 0.079 -0.097
0.165 0.161 -0.339
-0.527 -0.371 0.741
-0.113 -0.567 0.618
0.574 -0.044 -0.592
0.164 -0.473 -0.129
-0.163 0.425 0.763
-0.196 0.505 0.156
-0.052 0.041 -0.125
-0.089 -0.103 -0.093
-0.173 -0.079 0.089
-0.388 0.167 -0.443
0.765 -0.428 0.780
1.724 0.463 -0.139
-0.576 1.090 1.473
-1.227 -1.411 -0.887
-0.849 1.347 0.357
-0.638 0.052 -1.632
1.244 1.146 -0.119
-0.253 -0.675 0.077
-1.505 0.921 -0.177
1.001 -1.635 0.359
-0.048 0.322 -0.665
-0.597 0.140 -0.766
-0.312 0.172 -0.562
-0.331 -0.296 0.040
-0.072 0.147 0.318
-0.373 0.777 -0.649
-0.066 -0.563 0.483
0.065 -0.196 -0.180
0.902 -0.358 0.100
0.609 -0.216 0.292
-0.395 -0.470 -0.116
0.082 0.263 0.918
-0.365 0.462 0.403
-0.088 -0.168 0.117
0.107 -0.213 0.055
0.070 0.084 -0.448
-0.039 0.136 1.106
0.451 -0.073 -0.263
0.776 -0.744 -0.392
-0.060 -0.075 0.118
1.309 0.904 0.036
0.058 -0.559 -2.422
0.764 -1.360 0.039
-1.204 1.126 1.265
1.739 -0.500 0.616
-0.465 -0.782 -0.327
-0.669 -2.212 -0.727
0.263 -0.593 1.303
-0.356 0.732 0.121
-1.516 1.829 -1.548
-0.090 -1.224 -0.323
0.174 0.208 0.047
-0.528 -0.229 0.390
-0.861 0.526 0.414
0.013 -0.177 0.158
-0.047 0.348 0.135
-0.030 0.299 -0.253
0.150 -1.077 0.532
0.607 0.702 0.914
0.625 0.087 -0.640
-0.042 -0.046 0.070
-0.046 0.091 0.223
-0.094 -0.013 -0.227
-0.312 0.613 -0.377
-0.535 0.588 -0.559
0.406 0.440 0.639
0.385 0.373 -0.276
0.268 0.284 0.872
0.242 -0.775 0.086
-0.209 0.398 -0.182
-0.335 -1.002 0.131
-0.552 0.495 0.837
-0.733 0.260 -0.785
-0.461 1.777 -1.650
-1.136 0.583 0.582
-0.928 0.181 0.433
-0.392 0.271 -2.095
0.152 0.086 0.309
1.253 -0.881 0.698
3.000 -0.511 -0.466
-1.003 -0.779 -0.043
0.216 -0.458 -0.340
0.619 0.751 0.355
0.251 -0.046 0.019
-0.043 0.144 0.153
0.124 -0.079 0.217
0.286 0.355 -0.332
-0.189 0.236 0.234
-0.305 -0.639 0.651
0.885 -0.608 0.739
-0.663 0.093 0.228
0.034 -0.097 -0.338
0.008 -0.261 0.292
0.190 -0.260 -0.176
-0.526 -0.131 -0.291
-0.010 0.044 0.032
-0.595 0.438 0.290
0.239 0.740 0.088
0.622 -0.535 -0.003
-0.010 -0.163 0.229
-0.106 1.027 0.197
-1.002 -2.400 0.774
-0.448 0.573 -1.225
0.568 -0.402 0.043
-0.254 0.706 -0.415
0.088 -0.340 -0.260
1.974 0.880 -0.779
0.087 -1.294 -0.572
-0.771 0.534 -0.231
-2.058 0.006 1.334
0.555 0.217 0.279
0.218 -0.023 -0.296
-0.478 0.014 0.272
0.404 -0.234 0.265
0.110 -0.342 -0.421
0.620 0.155 0.170
-0.228 0.659 -0.005
0.333 0.489 0.453
0.366 -0.215 -0.348
0.047 -0.437 -0.071
-0.316 -0.170 -0.461
0.376 0.584 0.652
0.236 0.167 0.282
-0.204 0.441 -0.223
-0.163 -0.286 0.073
0.035 0.052 -0.396
-0.386 -0.821 0.202
-0.210 0.782 0.060
0.232 -0.701 0.860
0.379 0.380 -0.213
0.060 2.616 0.936
-0.861 -0.665 0.952
-0.513 1.349 -0.778
-1.406 -1.445 -0.179
-0.937 1.772 -0.910
1.240 -1.107 0.313
1.245 1.366 -1.966
-1.272 0.429 2.319
-0.734 -0.882 -1.521
3.669 1.056 1.277
-1.484 -0.656 0.096
0.633 -0.744 -0.593
-0.021 -0.247 -0.626
0.060 0.234 0.227
-0.110 -0.344 -0.342
-0.096 -0.054 -0.023
0.126 -0.320 0.433
0.177 -0.143 -0.162
0.091 0.532 0.128
0.322 -0.590 -0.065
0.038 0.004 0.192
-0.128 -0.571 -0.887
-0.270 -0.367 0.573
0.240 -0.137 0.291
-0.435 0.214 -0.587
0.023 -1.218 0.195
0.873 0.278 0.181
0.112 -0.174 0.089
-0.536 -0.029 0.643
-0.109 -0.160 -0.206
1.427 0.691 0.047
-1.761 0.480 0.314
-0.662 2.271 -0.703
0.386 1.079 0.572
1.318 0.821 -0.696
-2.550 -0.220 0.112
1.872 -0.249 -0.255
-0.125 2.083 0.603
-0.283 0.124 -0.361
-1.208 -3.549 -0.507
0.468 0.181 0.730
0.293 -0.263 0.276
-0.641 -0.104 -0.144
-0.228 0.100 -0.071
-0.259 -0.366 0.128
0.503 -0.214 0.309
0.316 -0.610 -0.521
0.277 -0.478 -0.213
0.464 -0.284 0.093
-0.008 -0.197 -0.385
0.477 -0.810 0.450
0.425 0.494 -0.260
0.056 0.083 -0.196
-0.169 -0.996 0.374
0.376 -0.751 0.283
-0.476 0.256 0.033
-0.015 0.038 0.652
0.128 -0.128 -0.638
-0.430 0.439 0.239
0.029 0.076 -0.260
0.942 -0.010 -0.656
0.488 2.615 0.226
-0.571 -1.704 -1.318
-0.188 -0.470 0.321
-0.006 -0.058 0.030
-0.429 0.019 0.048
-0.461 -0.199 0.131
0.045 0.092 -0.392
0.062 -0.378 0.516
-0.553 0.106 -0.142
0.482 -0.045 0.872
0.190 0.030 0.366

**Energy above the lowest of the compared OMol25 structures with the same formula, charge and spin**: 829.0 kJ/mol
**LUMO**: 0.4 eV
**Total charge**: 0
**Gap between HOMO and LUMO**: 8.266 eV
**Molar mass**: 1160.9 g/mol
**Structure (SMILES)**: CC1(C)CCCC(C)(C)N1O.CC1(C)CCCC(C)(C)N1O.CC1(C)CCCC(C)(C)N1O.CC1(C)CCCC(C)(C)N1O.CC1(C)CCCC(C)(C)N1O.CC1(C)CCCC(C)(C)N1O.CC1(C)CCCC(C)(C)N1O.CC(C)O
**Highest occupied orbital energy**: -7.832 eV